# 1
ORCA calculation (ωB97M-V/def2-TZVPD) on a 2-piece molecular cluster, C3H8ClN2 overall in a non-equilibrium geometry.

Each line ends with the natural charge from an NBO analysis.
Cartesian coordinates (Å):
1 C 0.0652 -0.4637 -1.0491  0.501
2 C -0.3169 0.5043 1.9162  -0.764
3 C 0.4837 0.8087 0.7578  -0.106
4 N -0.1259 0.3183 -2.0563  -0.754
5 N 0.0182 -1.7874 -0.9024  -0.788
6 Cl 0.2613 2.3169 -0.0250  0.091
7 H -1.1161 1.3220 2.1474  0.274
8 H -0.9962 -0.3768 1.9926  0.283
9 H 0.3109 0.4198 2.8438  0.276
10 H 1.5627 0.4173 0.7306  0.253
11 H -0.0692 1.3075 -2.0087  0.440
12 H -0.1901 -0.2160 -3.0187  0.426
13 H 0.3160 -1.9624 0.1101  0.428
14 H -0.2035 -2.6083 -1.4382  0.441

## Properties
- Total charge: +1
- HOMO energy: -14.29 eV
- Relative energy (zero: lowest compared OMol25 entry of this formula, charge and spin): 2.3832 eV

---

# 2
ORCA calculation (ωB97M-V/def2-TZVPD) on a 4-piece molecular cluster, C3H14NO4 overall in a non-equilibrium geometry.

Each line ends with the natural charge from an NBO analysis.
Cartesian coordinates (Å):
1 C -1.3734 -1.8117 -1.3240  -0.228
2 C -1.5153 -1.2139 0.0492  -0.429
3 C -0.7693 0.1200 0.4770  -0.054
4 O 0.6275 -0.3094 0.5370  -0.825
5 N -0.1359 -1.4552 -1.9376  -0.881
6 H -2.2743 -1.3807 -1.8444  0.164
7 H -1.4107 -2.9190 -1.6034  0.193
8 H -2.6426 -1.1613 0.3637  0.166
9 H -1.1815 -1.9661 0.7835  0.199
10 H -1.0867 0.4057 1.4601  0.159
11 H -0.9642 0.8922 -0.2669  0.146
12 H 0.5898 -1.9053 -1.3648  0.378
13 H 0.0604 -0.5068 -2.3191  0.381
14 H 1.3343 2.7681 -0.4505  0.540
15 H -0.2534 2.6006 -1.2294  0.450
16 O 0.5134 3.2207 -1.0237  -1.066
17 H 2.7015 1.7519 0.9679  0.410
18 H 1.1568 0.6398 0.5998  0.488
19 O 2.1742 1.5736 0.3876  -1.157
20 H 0.9808 0.5580 3.0514  0.446
21 H 1.7230 0.0273 1.8306  0.508
22 O 1.7455 0.0713 2.8559  -0.989

## Properties
- Total charge: -1
- HOMO energy: -5.04 eV
- Relative energy (zero: lowest compared OMol25 entry of this formula, charge and spin): 3.4472 eV

---

# 3
ORCA calculation (ωB97M-V/def2-TZVPD) on a 2-piece molecular cluster, C4H11Cl3Si2 overall in a non-equilibrium geometry.

Each line ends with the natural charge from an NBO analysis.
Cartesian coordinates (Å):
1 C -0.7220 1.3794 0.7099  -0.772
2 C -3.0742 -0.7299 0.3533  -1.079
3 C 2.8410 -0.7194 0.9392  -0.840
4 C -0.3463 0.7359 -3.5681  -0.828
5 Si -1.9469 0.6144 -0.3851  1.082
6 Si -0.9830 -0.5188 -2.2559  0.875
7 Cl -0.1689 -0.2246 -5.1429  -0.096
8 Cl -2.9962 2.0181 -1.5115  -0.378
9 Cl 0.6571 -1.6808 -1.6932  -0.410
10 H -0.3318 0.7463 1.3619  0.180
11 H 2.4437 -1.1116 0.0908  0.211
12 H -0.0328 2.1794 0.3182  0.221
13 H -2.5311 -1.3063 1.0121  0.241
14 H -4.0457 -0.3105 0.7173  0.254
15 H -3.4603 -1.3377 -0.3662  0.244
16 H 2.9888 -1.5183 1.7459  0.213
17 H 3.7829 -0.1875 0.5976  0.213
18 H 2.1099 -0.0464 1.2355  0.201
19 H 0.7455 1.0898 -3.4936  0.250
20 H -0.9300 1.5359 -3.7084  0.220

## Properties
- Total charge: 0
- HOMO energy (spin up / spin down): -8.16 / -9.17 eV
- Relative energy (zero: lowest compared OMol25 entry of this formula, charge and spin): 0.9926 eV

---

# 4
ORCA calculation (ωB97M-V/def2-TZVPD) on C7H18N2 as an isolated structure in a non-equilibrium geometry.

Each line ends with the natural charge from an NBO analysis.
Cartesian coordinates (Å):
1 C 1.7079 -0.0942 0.0450  -0.055
2 C 2.5252 -1.0913 0.8126  -0.636
3 C 1.7758 1.3229 0.5420  -0.633
4 C 1.7092 -0.2452 -1.4523  -0.640
5 H 0.4023 -0.3979 0.2992  0.291
6 H 1.5212 -1.2812 -1.7356  0.215
7 H 2.2725 -1.0584 1.8746  0.212
8 H 3.5938 -0.8771 0.6924  0.212
9 H 2.3529 -2.1061 0.4549  0.217
10 H 1.6560 1.3707 1.6262  0.208
11 H 2.7571 1.7551 0.3111  0.207
12 H 0.9735 1.9062 0.0923  0.220
13 H 0.9016 0.3484 -1.8802  0.234
14 H 2.6770 0.0616 -1.8674  0.206
15 C -2.1419 1.4864 0.2011  -0.458
16 C -2.5657 -0.2075 -1.4470  -0.449
17 N -1.5933 0.4634 -0.6297  -0.254
18 C -1.3264 -1.3671 1.4652  -0.157
19 N -0.8194 -0.9055 0.4049  -0.427
20 H -2.8049 1.0596 0.9818  0.174
21 H -1.3514 2.0185 0.7333  0.198
22 H -2.0673 -0.9093 -2.1178  0.210
23 H -3.2848 -0.7899 -0.8465  0.176
24 H -3.1173 0.5259 -2.0521  0.205
25 H -2.7231 2.2055 -0.3943  0.209
26 H -1.0931 -0.9245 2.4333  0.142
27 H -1.9373 -2.2688 1.4530  0.172

## Properties
- Total charge: 0
- HOMO energy (spin up / spin down): -7.73 / -7.62 eV
- Relative energy (zero: lowest compared OMol25 entry of this formula, charge and spin): 6.5731 eV

---

# 5
ORCA calculation (ωB97M-V/def2-TZVPD) on an isolated ion of composition C3H4F3N2O2 and charge +1 in a non-equilibrium geometry.

Each line ends with the natural charge from an NBO analysis.
Cartesian coordinates (Å):
1 O 0.4168 -1.8238 0.4233  -0.494
2 N 0.0247 -0.6299 -0.0187  -0.073
3 C 0.7819 0.3462 -0.4957  0.316
4 N 0.3309 1.5312 -0.2033  -0.194
5 O -0.7783 1.4404 0.6223  -0.293
6 C -1.1531 0.0428 0.6781  0.150
7 C -2.5195 -0.0391 -0.1019  0.950
8 F -2.7267 -1.2565 -0.5569  -0.294
9 F -3.4157 0.2638 0.8689  -0.304
10 F -2.6810 0.7980 -1.1176  -0.286
11 H 0.2999 -2.6463 -0.2196  0.531
12 H 1.8511 0.2730 -0.9024  0.294
13 H 0.5175 2.4524 -0.3146  0.454
14 H -1.1996 -0.2664 1.6629  0.243

## Properties
- Total charge: +1
- SMILES: ON1C=[NH+]O[C@H]1C(F)(F)F
- HOMO energy: -15.05 eV
- Relative energy (zero: lowest compared OMol25 entry of this formula, charge and spin): 0.0000 eV

---

# 6
ORCA calculation (ωB97M-V/def2-TZVPD) on C11H44N22O11Ti as an isolated structure in a non-equilibrium geometry.

Each line ends with the Mulliken spin population.
Cartesian coordinates (Å):
1 Ti -0.4225 -0.1591 -0.0505  1.761
2 C 2.0976 -1.3658 -1.4111  -0.008
3 O 1.5495 -0.5347 -0.5802  0.042
4 N 1.3755 -2.1633 -2.1714  0.011
5 N 3.4197 -1.4150 -1.5215  0.009
6 H 1.7828 -2.8863 -2.6691  0.001
7 H 0.4185 -2.2416 -1.8176  0.000
8 H 3.9346 -0.9911 -0.7855  0.000
9 H 3.7545 -2.2408 -1.9385  0.000
10 C -0.8190 1.5208 -2.8285  0.004
11 O -0.9484 1.0968 -1.6948  -0.001
12 N 0.3163 1.6044 -3.5379  0.004
13 N -1.9365 2.0786 -3.4717  0.002
14 H 0.4292 2.0368 -4.4535  0.000
15 H 1.1630 1.3548 -3.0116  0.001
16 H -2.6126 2.4636 -2.8222  0.000
17 H -1.7802 2.4922 -4.3553  -0.001
18 C -0.9234 -1.8089 2.7458  0.003
19 O -0.0640 -1.2765 1.9859  0.000
20 N -0.3553 -2.5243 3.8811  0.000
21 N -2.2783 -1.7719 2.5353  0.006
22 H 0.5100 -2.9460 3.5539  0.000
23 H -1.0253 -3.1514 4.2741  0.000
24 H -2.5457 -0.9138 2.0001  0.006
25 H -2.7084 -1.8697 3.4693  -0.001
26 C -0.3862 3.3218 -6.7314  0.000
27 O -0.2829 2.2932 -6.0896  0.000
28 N -1.5248 3.4658 -7.4960  0.000
29 N 0.5989 4.3051 -6.7225  0.000
30 H -1.6320 4.1369 -8.2414  0.000
31 H -2.2447 2.7386 -7.3449  0.000
32 H 1.5116 4.1838 -6.3490  0.000
33 H 0.6189 5.0540 -7.4131  0.000
34 C -2.3346 -2.5561 -1.0877  0.028
35 O -1.1601 -1.8535 -0.7776  0.024
36 N -2.2077 -3.9996 -0.4827  -0.002
37 N -2.7194 -2.7968 -2.4827  -0.004
38 H -2.2672 -3.8859 0.5374  0.000
39 H -2.8248 -4.6824 -0.9405  0.000
40 H -2.9424 -1.8659 -2.7840  0.002
41 H -1.8781 -2.9739 -3.0451  0.003
42 C 2.0066 0.9722 4.9844  0.000
43 O 3.0364 1.5702 4.7286  0.000
44 N 0.7069 1.5600 5.0102  0.000
45 N 2.0155 -0.3869 5.1641  0.000
46 H 0.8211 2.5396 5.3874  0.000
47 H 0.0124 1.0597 5.4720  0.000
48 H 2.9169 -0.6792 5.6764  0.000
49 H 1.2214 -0.8698 5.5328  0.000
50 C -2.4645 0.3896 4.9848  0.008
51 O -1.6772 0.0579 5.8421  0.000
52 N -3.8434 0.1628 5.1541  -0.001
53 N -2.1492 0.9812 3.8208  0.002
54 H -4.3414 0.6745 4.4480  0.002
55 H -4.1000 0.4253 6.0500  0.000
56 H -2.8878 1.2551 3.2022  0.001
57 H -1.1994 1.1042 3.4524  0.006
58 C -3.4289 0.7420 0.6727  0.028
59 O -2.2311 0.4214 0.7498  0.209
60 N -4.2743 0.4692 1.6647  0.827
61 N -3.9371 1.5211 -0.3735  0.080
62 H -3.2356 -2.0628 -0.6668  0.001
63 H -5.1166 0.9432 1.4523  -0.038
64 H -4.9462 1.3806 -0.4739  0.001
65 H -3.5450 1.2750 -1.2292  -0.003
66 C 1.2691 1.7284 1.8228  -0.004
67 O 0.3917 1.5474 0.9517  -0.043
68 N 2.1576 0.7821 2.2164  0.006
69 N 1.4815 2.9333 2.3591  0.000
70 H 2.9264 0.9702 2.8430  0.000
71 H 1.9970 -0.1634 1.9305  0.014
72 H 2.1165 3.0198 3.1300  -0.001
73 H 0.9334 3.7564 2.0498  0.000
74 C 3.9014 1.8746 -1.9735  -0.001
75 O 3.1080 1.6530 -2.8966  -0.001
76 N 3.7576 1.6100 -0.6869  0.000
77 N 5.0337 2.6294 -2.2094  0.000
78 H 2.8198 1.3978 -0.3248  0.008
79 H 4.3708 1.8996 0.0076  0.000
80 H 5.4016 2.6452 -3.1679  0.000
81 H 5.7742 2.4925 -1.4752  0.000
82 C 2.1100 -4.3666 -0.4061  -0.001
83 O 3.2629 -4.0076 -0.7992  0.000
84 N 1.3838 -5.3192 -1.1478  0.000
85 N 1.4510 -3.7914 0.5623  0.000
86 H 1.9352 -5.9392 -1.7010  0.000
87 H 0.4238 -5.4494 -1.0812  0.000
88 H 0.4055 -3.8817 0.5095  -0.001
89 H 1.5718 -2.7996 0.9067  0.008

## Properties
- ⟨S²⟩: 3.758
- Spin multiplicity: 4
- Total charge: +1
- HOMO energy (spin up / spin down): -6.92 / -10.84 eV
- Relative energy (zero: lowest compared OMol25 entry of this formula, charge and spin): 0.0000 eV